164
Properties=species:S:1:pos:R:3:forces:R:3:mulliken_charge:R:1 method="wB97M-V/def2-TZVPD" charge=-1 energy_ha=-39041.465586 gap_ev=6.411
C 4.172 2.312 -0.758 0.59 -0.63 -0.50 -1.894
C 3.108 1.655 -1.208 -0.67 -0.51 -0.94 0.537
B 2.014 0.882 -0.225 1.33 0.94 0.50 1.649
C 2.864 -0.362 0.432 -0.91 -1.55 -0.20 0.246
C 2.671 -1.586 -0.486 0.38 2.03 -0.93 0.042
C 3.265 -1.442 -1.859 0.17 -1.00 1.36 -0.590
O 3.841 -2.298 -0.826 -0.12 -0.70 -0.22 -0.382
O 1.587 1.965 0.711 -0.19 0.16 0.51 -0.961
C 0.280 2.408 0.340 0.88 -0.91 0.77 0.254
C 0.398 3.448 -0.762 -0.96 -0.19 -0.61 -1.317
C -0.894 4.217 -1.098 0.57 0.50 0.01 0.365
C -1.461 5.043 0.068 -0.35 -0.28 -1.08 -0.783
O -2.406 4.281 0.823 0.20 0.43 0.24 -0.417
C -0.325 0.987 -0.064 0.20 1.65 0.06 1.866
C -0.573 0.331 1.281 -0.31 -0.07 0.67 -1.450
O -1.119 -1.009 1.090 0.75 -0.25 -0.40 -0.323
N -1.085 -1.785 2.234 -1.68 0.73 -0.44 -0.118
O -1.786 -1.349 3.084 0.57 0.17 -0.11 -0.135
C -1.565 0.939 -0.957 0.56 0.41 -0.59 -2.252
O -2.742 1.551 -0.415 -0.06 -0.64 0.20 0.097
C -3.802 0.688 -0.229 -0.13 -0.18 -0.25 -0.129
C -4.098 0.228 1.034 0.69 0.48 1.12 -0.140
C -5.148 -0.619 1.311 -0.36 -0.37 0.27 -0.228
C -5.455 -1.056 2.726 -0.04 0.34 -0.15 -1.204
C -5.915 -1.050 0.247 -0.96 -0.82 -0.13 -0.352
C -5.653 -0.614 -1.034 -0.09 -0.13 0.03 0.143
C -4.620 0.264 -1.272 0.68 0.64 -1.76 0.465
C -4.454 0.732 -2.734 0.12 0.26 0.57 1.219
C -4.415 2.278 -2.798 -0.29 -0.29 0.30 -1.475
C -3.278 0.074 -3.481 -0.61 0.34 -0.87 -1.602
O 0.733 0.501 -0.832 -0.58 -1.22 -0.48 -0.851
H 4.745 3.043 -1.349 0.34 -1.25 0.48 0.781
H 4.524 2.108 0.248 -0.23 -0.12 -0.02 0.165
H 2.931 1.672 -2.296 -0.25 0.43 0.21 -0.260
H 2.520 -0.691 1.427 0.30 0.32 0.09 -0.228
H 3.951 -0.242 0.404 -0.12 0.38 0.45 -0.055
H 1.730 -2.127 -0.407 0.21 -0.24 0.02 0.553
H 3.937 -0.613 -2.052 -0.40 0.11 -0.26 0.189
H 2.841 -2.011 -2.682 0.07 0.23 -0.08 0.315
H -0.137 2.799 1.279 -0.39 0.20 -0.44 0.462
H 1.189 4.167 -0.524 -0.10 -0.19 0.27 0.594
H 0.720 2.941 -1.684 0.08 0.00 0.22 0.160
H -0.625 4.950 -1.876 -0.01 -0.13 0.11 0.565
H -1.655 3.584 -1.563 -0.07 0.07 0.40 -0.672
H -1.999 5.889 -0.388 0.22 0.06 0.27 0.548
H -0.615 5.416 0.664 -0.27 -0.04 0.16 0.268
H -3.013 4.926 1.205 0.07 -0.29 0.09 0.275
H 0.333 0.236 1.881 0.16 0.08 -0.39 0.530
H -1.265 0.949 1.868 -0.14 -0.18 -0.29 0.470
H -1.742 -0.090 -1.281 -0.08 0.05 0.28 0.712
H -1.293 1.502 -1.858 0.01 -0.10 0.10 0.535
H -3.470 0.554 1.862 -0.03 0.03 -0.16 0.277
H -6.443 -0.687 3.031 0.16 -0.02 -0.02 0.374
H -4.707 -0.634 3.403 -0.12 -0.24 0.05 0.279
H -5.482 -2.145 2.812 0.13 0.12 0.08 0.169
H -6.758 -1.747 0.391 0.53 0.58 0.22 0.238
H -6.238 -0.928 -1.897 0.15 -0.04 0.66 -0.487
H -5.378 0.430 -3.240 0.19 -0.07 0.11 0.500
H -4.797 2.677 -3.745 0.33 -0.16 -0.04 0.437
H -3.411 2.646 -2.580 -0.16 0.10 -0.15 0.148
H -5.087 2.653 -2.016 0.18 0.11 -0.12 0.346
H -3.131 -0.977 -3.219 0.11 0.20 0.16 0.260
H -3.528 0.099 -4.554 0.11 -0.10 0.15 0.423
H -2.359 0.649 -3.397 0.04 -0.23 0.24 0.358
C 3.582 5.966 -3.090 -0.22 -0.39 -0.08 0.037
Cl 3.407 4.377 -2.338 -0.49 1.54 -0.35 0.131
Cl 5.039 6.767 -2.478 -0.10 0.03 0.03 -0.138
Cl 3.711 5.790 -4.849 -0.07 -0.17 0.22 -0.040
Cl 2.148 6.958 -2.727 0.17 -0.17 0.07 -0.092
C 4.802 2.118 -6.084 -0.01 -0.05 0.17 0.213
Cl 6.215 3.165 -6.283 -0.02 -0.01 -0.02 -0.071
Cl 3.486 2.709 -7.113 0.03 0.00 -0.01 -0.121
Cl 5.224 0.466 -6.565 -0.01 0.04 -0.02 -0.125
Cl 4.287 2.133 -4.400 0.14 -0.20 -0.37 0.053
C 5.086 5.464 2.103 0.11 -0.27 -0.17 0.191
Cl 4.797 4.058 1.072 -0.01 1.03 0.83 -0.030
Cl 6.738 6.059 1.825 -0.24 0.04 -0.14 -0.084
Cl 3.916 6.733 1.720 0.08 -0.08 0.00 0.001
Cl 4.923 5.003 3.806 0.00 0.07 0.00 -0.156
C 4.254 10.920 1.982 -0.02 -0.05 -0.08 0.314
Cl 3.839 9.984 0.545 -0.05 0.11 -0.06 -0.029
Cl 3.034 12.172 2.262 0.04 -0.05 -0.03 -0.112
Cl 4.323 9.837 3.375 -0.52 0.28 -0.09 -0.094
Cl 5.835 11.678 1.751 -0.03 0.01 0.02 -0.106
C -3.755 -5.134 2.735 0.04 0.02 0.09 0.104
Cl -3.315 -6.779 2.249 -0.05 0.05 0.03 -0.117
Cl -2.361 -4.078 2.692 -0.16 -0.59 -0.10 0.107
Cl -4.979 -4.502 1.609 0.09 -0.17 -0.03 0.013
Cl -4.395 -5.153 4.389 0.29 -0.07 0.01 -0.110
C -7.041 -2.373 -4.665 0.00 0.06 -0.10 0.265
Cl -7.679 -0.988 -3.765 -0.28 -0.10 -0.41 -0.086
Cl -5.398 -2.722 -4.120 -0.19 0.21 0.08 0.094
Cl -8.074 -3.769 -4.370 0.16 0.28 -0.27 -0.057
Cl -7.021 -2.000 -6.395 0.02 0.02 0.06 -0.122
C -9.189 -4.899 -0.494 0.09 0.10 0.02 0.230
Cl -10.772 -4.116 -0.404 0.05 0.02 0.00 -0.126
Cl -9.118 -6.210 0.683 0.03 0.08 -0.07 -0.076
Cl -8.949 -5.561 -2.111 -0.16 -0.37 0.29 -0.095
Cl -7.918 -3.691 -0.170 -0.37 -0.44 -0.08 -0.073
C -8.423 -5.911 4.772 0.04 0.03 -0.16 0.158
Cl -10.126 -5.860 4.289 0.02 0.00 0.05 -0.093
Cl -7.945 -7.585 5.066 -0.06 0.14 -0.44 -0.067
Cl -7.418 -5.231 3.495 -0.46 -0.01 0.11 0.160
Cl -8.206 -4.970 6.258 0.00 -0.04 0.01 -0.129
C -7.407 -9.952 8.464 0.05 0.02 0.10 0.325
Cl -7.658 -8.249 8.071 -0.01 -0.16 0.43 -0.038
Cl -6.220 -10.090 9.765 -0.19 -0.31 -0.03 -0.075
Cl -8.940 -10.670 8.977 0.04 0.01 -0.02 -0.103
Cl -6.809 -10.800 7.031 -0.02 0.03 0.01 -0.113
C 2.132 -2.076 4.964 0.09 0.23 -0.10 0.272
Cl 2.643 -3.693 4.447 0.00 -0.04 0.02 -0.122
Cl 3.516 -0.981 4.890 -0.47 0.16 0.26 -0.064
Cl 0.840 -1.516 3.896 0.96 -0.18 0.85 0.050
Cl 1.530 -2.157 6.627 -0.01 -0.03 -0.02 -0.130
C 5.276 -6.003 0.290 -0.05 0.13 -0.06 0.138
Cl 6.340 -7.025 1.273 -0.02 -0.01 -0.04 -0.126
Cl 6.254 -4.874 -0.654 -0.27 -0.42 -0.20 -0.096
Cl 4.325 -7.014 -0.810 0.13 0.03 0.08 0.006
Cl 4.175 -5.120 1.343 0.01 -0.01 -0.06 0.004
C 1.623 -7.771 -3.698 -0.05 0.12 0.05 0.248
Cl 2.669 -8.870 -2.788 -0.10 -0.13 -0.14 -0.118
Cl 2.620 -6.644 -4.624 -0.03 -0.04 0.02 -0.077
Cl 0.599 -8.696 -4.804 0.32 -0.19 0.04 -0.070
Cl 0.606 -6.869 -2.572 0.05 -0.02 -0.02 0.004
C 1.150 11.623 -3.038 0.05 -0.05 -0.13 0.289
Cl 1.877 10.029 -3.293 -0.12 0.30 0.12 0.002
Cl 2.384 12.874 -3.246 -0.02 -0.03 0.02 -0.111
Cl -0.142 11.871 -4.222 0.02 0.01 0.00 -0.108
Cl 0.471 11.732 -1.413 0.07 -0.06 0.02 -0.096
C 7.015 -1.762 2.478 -0.04 0.00 -0.21 0.127
Cl 6.821 -0.034 2.158 -0.02 -0.04 0.03 -0.059
Cl 8.256 -1.992 3.725 0.00 -0.01 -0.04 -0.122
Cl 5.491 -2.441 3.034 0.38 -0.03 -0.15 0.064
Cl 7.494 -2.589 0.989 0.21 0.35 0.36 -0.071
C -2.575 -6.379 -5.597 0.03 0.04 0.13 0.197
Cl -3.295 -6.871 -7.137 0.00 0.00 0.03 -0.119
Cl -3.554 -5.098 -4.871 0.08 -0.23 -0.14 -0.007
Cl -2.529 -7.772 -4.503 -0.23 0.27 -0.12 -0.028
Cl -0.941 -5.773 -5.882 -0.06 0.01 0.00 -0.059
C 8.390 8.311 4.862 -0.04 -0.13 -0.15 0.224
Cl 7.964 7.846 6.514 0.02 0.03 -0.05 -0.112
Cl 9.631 9.577 4.908 -0.01 -0.01 0.02 -0.121
Cl 9.005 6.910 3.985 -0.03 -0.04 0.45 -0.066
Cl 6.961 8.915 4.023 0.44 -0.07 0.31 0.067
C 5.862 7.265 -7.796 -0.02 0.01 0.03 0.306
Cl 7.098 6.674 -6.680 -0.02 0.03 -0.02 -0.082
Cl 6.589 8.430 -8.915 -0.01 -0.03 0.01 -0.119
Cl 5.192 5.909 -8.710 0.02 0.03 0.04 -0.072
Cl 4.574 8.049 -6.880 0.12 0.25 -0.28 -0.059
C -4.459 -11.767 -4.013 -0.01 0.04 0.01 0.324
Cl -2.855 -11.032 -4.093 0.00 -0.15 0.03 -0.041
Cl -5.631 -10.706 -4.802 0.04 -0.02 0.02 -0.090
Cl -4.431 -13.333 -4.836 0.00 0.03 0.02 -0.106
Cl -4.917 -11.998 -2.321 0.01 0.00 -0.04 -0.097
C -3.067 -7.266 9.991 0.00 0.09 -0.06 0.298
Cl -4.768 -7.230 9.520 0.22 0.27 0.00 -0.013
Cl -2.580 -8.940 10.300 -0.02 0.02 0.00 -0.115
Cl -2.079 -6.595 8.691 -0.03 -0.03 0.04 -0.062
Cl -2.840 -6.308 11.461 0.00 -0.04 -0.02 -0.107
C 12.666 7.102 1.412 -0.03 0.06 -0.02 0.302
Cl 13.830 6.367 2.523 -0.02 0.02 -0.02 -0.105
Cl 13.513 8.213 0.324 0.00 -0.03 0.02 -0.111
Cl 11.878 5.836 0.463 0.02 0.03 0.03 -0.095
Cl 11.449 7.985 2.336 0.35 0.02 -0.22 0.006